{"formula": "C14H19ClN4O4RuS2", "method": "the ωB97M-V functional and the def2-TZVPD basis", "species": ["Ru", "O", "Cl", "O", "O", "O", "C", "C", "C", "C", "C", "C", "N", "H", "H", "H", "H", "H", "H", "H", "H", "S", "C", "N", "C", "C", "S", "H", "H", "H", "H", "H", "N", "C", "C", "C", "C", "C", "N", "H", "H", "H", "H", "H", "H"], "coordinates": [[-3.7990, -0.7457, 14.9899], [-0.3521, 0.9754, 14.8669], [-1.1665, 0.0692, 15.5359], [-0.4954, -0.3840, 16.7253], [-1.6151, -1.0173, 14.6631], [-2.5254, 0.6506, 15.9415], [-2.5628, -0.9709, 11.6994], [-3.1152, 0.3283, 12.1704], [-3.2232, 1.6055, 11.5305], [-3.8830, 2.4811, 12.3279], [-4.1747, 1.7526, 13.5170], [-4.7630, 2.4603, 14.7054], [-3.7735, 0.4540, 13.3856], [-2.5456, -0.9828, 10.6022], [-3.1325, -1.8169, 12.1755], [-1.4887, -1.0465, 11.9921], [-2.7858, 1.8956, 10.5800], [-4.0522, 3.5644, 12.2800], [-5.2687, 1.8495, 15.4606], [-5.5025, 3.1756, 14.2948], [-4.0594, 3.1924, 15.1552], [-4.2298, -1.8149, 16.9519], [-3.5550, -0.7598, 18.2225], [-2.7331, -1.2933, 19.1554], [-2.1351, -0.2983, 20.1426], [-3.1922, 0.8034, 20.0905], [-4.1051, 0.7548, 18.6152], [-2.3491, -2.2210, 18.9926], [-1.1696, -0.0712, 19.6580], [-2.0387, -0.7331, 21.1223], [-2.7402, 1.8142, 20.2054], [-3.9035, 0.6088, 20.9148], [-6.9638, -0.9915, 14.4886], [-6.3788, -2.1949, 14.1527], [-7.0685, -3.1677, 13.4764], [-6.5444, -4.4120, 13.2386], [-5.2363, -4.6289, 13.6045], [-4.4745, -3.5984, 14.0544], [-5.0551, -2.3459, 14.3288], [-7.9334, -1.0478, 14.3317], [-6.6480, -0.8044, 15.4792], [-8.1777, -3.0324, 13.3327], [-7.1591, -5.2070, 12.8205], [-4.8350, -5.5693, 13.4025], [-3.4745, -3.7073, 14.4186]], "atomic_forces_ev_per_a": [[-0.818, -0.432, -0.062], [-0.274, 0.951, -0.958], [1.443, -0.531, 2.395], [-1.307, -0.113, -0.975], [0.589, -0.902, -0.305], [-0.036, 0.022, -0.400], [0.295, 0.129, 0.416], [-0.982, 0.244, 0.312], [0.840, 0.409, -1.346], [0.215, 0.063, 0.931], [-0.337, 0.794, 0.476], [-0.410, 0.530, -0.509], [0.010, 0.409, -0.031], [-0.310, -0.276, 0.301], [0.624, 0.723, -0.751], [-0.655, -0.017, 0.031], [-0.053, -0.447, 0.061], [0.070, -0.705, -0.487], [0.360, 0.030, -0.133], [-0.024, -0.548, 0.115], [0.096, -0.864, -0.037], [0.246, 0.364, 1.273], [0.920, -2.650, 1.587], [-0.789, 0.768, -1.189], [-0.398, -0.765, -2.526], [0.967, 1.001, 2.656], [-0.882, 0.863, -1.647], [0.054, 0.236, 0.105], [-0.250, 0.373, 0.717], [0.123, -0.149, 0.211], [-0.394, -0.715, 0.086], [0.293, 0.415, -0.285], [2.602, -0.445, 1.887], [1.017, 0.664, -1.080], [-3.127, -1.040, -0.113], [-0.793, 0.622, -0.063], [0.583, 0.483, -0.469], [-1.341, 1.550, 1.141], [1.407, -0.692, -0.019], [-1.424, 0.426, 0.268], [-1.151, 0.330, -1.346], [1.337, 0.043, -0.043], [0.169, 0.216, 0.046], [0.944, -1.341, 0.027], [0.548, -0.027, -0.269]], "charge": 2, "fmax_ev_per_a": 3.3, "multiplicity": 5, "relative_energy_kcal_mol": 10.1, "homo_energy_ev": [-14.98, -15.40], "orbital_gap_ev": [7.977, 6.888]}